# 1
71
Properties=species:S:1:pos:R:3:lowdin_charge:R:1 method="wB97M-V/def2-TZVPD" e_lumo_ev=0.3 orbital_gap_ev=9.701 max_force_ev_per_a=0.327 total_charge=0 e_tot_ev=-49735.379
N 4.195 -1.750 -0.626 0.0054
C 2.743 -1.538 -0.541 -0.2948
C 2.408 -0.041 -0.379 -0.1486
B 0.882 0.300 -0.219 -0.1387
C -0.135 0.217 -1.420 -0.1607
C -0.256 -1.135 -2.149 -0.2203
C -0.496 -2.374 -1.285 -0.2321
S -2.024 -2.383 -0.385 0.5808
O -3.060 -1.891 -1.249 -0.2778
O -2.144 -3.643 0.275 -0.2660
O -1.781 -1.295 0.755 -0.1648
H 4.529 -2.200 0.217 0.0612
H 4.419 -2.380 -1.386 0.0603
H 2.264 -1.934 -1.440 0.0924
H 2.322 -2.096 0.305 0.0920
H 2.820 0.479 -1.254 0.1094
H 2.967 0.318 0.490 0.0936
H 0.479 0.659 0.851 0.0704
H -1.133 0.580 -1.156 0.0783
H 0.242 0.929 -2.170 0.1180
H 0.652 -1.318 -2.728 0.1101
H -1.073 -1.079 -2.873 0.1100
H -0.612 -3.254 -1.925 0.1184
H 0.295 -2.590 -0.562 0.0884
H -2.271 -0.487 0.545 0.0992
C -0.478 -1.309 3.861 -0.1033
O 0.425 -2.349 4.154 -0.1825
C 0.717 -3.126 3.010 -0.2049
C 1.973 -3.939 3.219 -0.1769
O 3.170 -3.182 3.116 -0.1347
C 3.541 -2.413 4.250 -0.1835
C 4.254 -3.207 5.320 -0.2116
O 3.342 -4.002 6.051 -0.1930
C 3.962 -5.082 6.710 -0.1126
H -1.436 -1.704 3.506 0.0853
H -0.643 -0.743 4.777 0.0896
H -0.073 -0.640 3.093 0.0753
H 0.849 -2.471 2.136 0.1101
H -0.117 -3.808 2.795 0.1339
H 2.027 -4.671 2.409 0.1283
H 1.923 -4.477 4.167 0.1247
H 2.680 -1.889 4.672 0.1238
H 4.247 -1.669 3.872 0.1272
H 4.760 -2.505 5.998 0.1284
H 5.018 -3.838 4.850 0.1266
H 4.479 -5.737 5.999 0.0882
H 3.181 -5.649 7.212 0.0876
H 4.685 -4.737 7.458 0.0877
C -4.354 1.522 -2.710 -0.1073
O -4.006 2.708 -3.384 -0.1945
C -4.964 3.735 -3.223 -0.2110
C -4.361 5.083 -3.550 -0.1840
O -3.522 5.599 -2.530 -0.1236
C -2.201 5.094 -2.460 -0.1876
C -1.248 5.727 -3.448 -0.2116
O -1.452 5.214 -4.750 -0.1949
C -0.964 6.069 -5.758 -0.1135
H -5.266 1.071 -3.119 0.0916
H -3.533 0.818 -2.836 0.0773
H -4.504 1.705 -1.639 0.0882
H -5.339 3.750 -2.192 0.1277
H -5.816 3.558 -3.895 0.1285
H -5.183 5.798 -3.628 0.1278
H -3.844 5.043 -4.511 0.1233
H -2.183 4.006 -2.560 0.1204
H -1.851 5.356 -1.459 0.1274
H -0.218 5.516 -3.125 0.1271
H -1.392 6.815 -3.439 0.1272
H -1.443 7.054 -5.709 0.0886
H -1.197 5.609 -6.716 0.0873
H 0.121 6.203 -5.683 0.0876

=====

# 2
71
Properties=species:S:1:pos:R:3:lowdin_charge:R:1 method="wB97M-V/def2-TZVPD" e_lumo_ev=-4.3 orbital_gap_ev=7.823 max_force_ev_per_a=8.572 total_charge=+1 e_tot_ev=-109413.453
C 5.155 -1.588 3.797 -0.1256
O 5.214 -2.404 2.587 -0.2209
C 3.820 -2.468 2.119 -0.2122
C 3.741 -1.564 0.774 -0.1430
C 2.638 -0.352 0.903 -0.2240
C 2.116 -0.009 -0.548 -0.1525
C 0.815 0.867 -0.805 -0.3383
S 1.456 2.168 -2.044 0.8667
O 1.950 1.484 -3.293 -0.2815
O 0.419 3.185 -2.443 -0.3363
C 2.841 3.221 -1.267 -0.3750
F 4.044 3.112 -2.031 0.0826
F 2.468 4.623 -1.293 0.0572
F 3.082 2.905 0.106 0.0410
O -0.137 -0.151 -1.344 -0.1115
C -1.351 -0.347 -0.510 -0.2084
C -0.759 -1.474 0.549 -0.0467
C 0.034 -2.673 -0.137 -0.0459
C -0.463 -4.158 0.332 -0.3476
O -1.116 -4.383 1.392 0.0742
O -0.085 -5.280 -0.500 0.0302
B -2.520 -1.304 -1.193 -0.4452
O -3.772 -1.660 -0.560 0.0861
N -2.329 -1.847 -2.611 -0.1156
C -2.271 -3.374 -2.565 -0.0922
C -3.693 -1.589 -3.258 -0.1297
N -1.641 0.981 0.079 -0.1382
N -2.053 1.101 1.445 0.0104
C -3.131 0.435 1.757 -0.0704
O -4.024 -0.346 2.135 0.2058
C -2.384 2.107 -0.554 -0.4713
Cl -3.087 3.483 0.509 0.7306
C -2.642 2.395 -1.929 -0.5374
C -3.477 3.701 -2.456 -0.1142
Cl -2.028 1.344 -3.254 0.7819
C -0.172 1.501 0.300 -0.3459
P 0.447 1.844 2.075 0.9300
P -0.451 3.698 2.895 0.4451
O -1.811 3.470 3.576 -0.3962
O 0.644 4.172 4.159 -0.2249
O -0.417 4.995 1.767 -0.2481
H 6.246 -1.291 4.046 0.1097
H 4.707 -2.197 4.670 0.1061
H 4.538 -0.620 3.686 0.0916
H 3.072 -2.053 2.899 0.1132
H 3.504 -3.550 1.830 0.1359
H 3.396 -2.274 -0.080 0.1074
H 4.756 -1.136 0.433 0.1372
H 3.194 0.569 1.344 0.1102
H 1.886 -0.689 1.697 0.0731
H 3.013 0.471 -1.125 0.1326
H 1.971 -1.019 -1.117 0.1387
H -0.249 -0.987 1.465 0.1145
H -1.734 -1.947 0.994 0.1259
H 0.081 -2.698 -1.278 0.1259
H 1.141 -2.614 0.229 0.1251
H -0.599 -5.265 -1.343 0.0987
H -3.680 -2.501 -0.045 0.1319
H -2.894 -3.866 -3.399 0.1136
H -1.169 -3.697 -2.766 0.0965
H -2.608 -3.793 -1.538 0.1011
H -4.164 -0.596 -2.924 0.0799
H -3.631 -1.654 -4.420 0.1211
H -4.455 -2.421 -2.959 0.1064
H -3.412 3.802 -3.598 0.0885
H -3.018 4.664 -2.006 0.0864
H -4.588 3.636 -2.133 0.1023
H -0.331 2.602 -0.068 0.1177
H 0.035 0.786 2.992 -0.0128
H 1.138 4.980 3.835 0.0886
H -1.217 5.537 2.019 0.0898

=====

# 3
26
Properties=species:S:1:pos:R:3:lowdin_charge:R:1 method="wB97M-V/def2-TZVPD" relative_energy_kcal_mol=91.4 e_lumo_ev="0.4 / -0.2" orbital_gap_ev="8.000 / 7.301" max_force_ev_per_a=3.125 total_charge=0 e_tot_ev=-26889.029
C 0.425 -1.508 1.887 -0.0306
C -0.037 -1.860 -2.235 -0.5469
C 1.007 -2.328 -3.171 -0.0188
C -1.398 2.558 -0.502 -0.1407
C -0.044 1.855 2.798 -0.1113
C -0.258 -0.349 -0.254 -0.1791
N -0.567 -1.999 2.361 0.0882
N 0.395 -0.967 -1.286 0.0226
O -1.211 -2.098 -2.479 0.0521
O 1.986 1.171 0.475 -0.2617
O 0.046 2.449 -0.456 -0.2382
O -0.252 0.911 1.776 -0.3568
P 0.522 1.063 0.340 0.4934
H 1.454 -1.584 1.948 0.0604
H 1.001 -3.429 -3.208 0.0875
H 0.779 -1.918 -4.245 0.1317
H 1.983 -1.999 -2.748 0.0794
H -1.946 1.761 -1.107 0.1000
H -1.526 3.376 -1.174 0.0654
H -1.970 2.698 0.497 0.1133
H -0.740 2.685 2.753 0.0796
H 1.075 2.072 2.767 0.1084
H -0.166 1.188 3.684 0.0969
H -1.275 -0.557 -0.205 0.0891
H -0.622 -2.653 3.140 0.0747
H 1.341 -0.540 -1.355 0.1414

=====

# 4
16
Properties=species:S:1:pos:R:3:lowdin_charge:R:1 method="wB97M-V/def2-TZVPD" relative_energy_kcal_mol=19.5 e_lumo_ev=0.6 orbital_gap_ev=8.876 max_force_ev_per_a=1.310 total_charge=0 e_tot_ev=-17655.348
C 1.628 -0.999 -1.986 -0.0668
C 0.416 -0.063 -1.887 -0.2245
C -0.920 -1.104 -0.159 -0.1652
C -1.469 -1.437 1.019 0.0186
C 0.267 1.025 0.264 -0.6739
H 1.351 -2.007 -1.714 0.0665
H 2.433 -0.641 -1.363 0.0726
H 1.963 -1.007 -3.043 0.0855
H -0.375 -0.378 -2.563 0.1143
H 0.699 0.944 -2.187 0.1111
H -1.114 -1.760 -1.033 0.1198
H -1.378 -0.854 1.922 -0.0125
H -2.051 -2.323 1.054 0.0410
H 0.893 1.732 -0.294 0.0651
N -0.115 0.000 -0.523 -0.1809
S -0.072 1.359 1.836 0.6293

=====

# 5
25
Properties=species:S:1:pos:R:3:lowdin_charge:R:1 method="wB97M-V/def2-TZVPD" relative_energy_kcal_mol=51.6 e_lumo_ev=3.0 orbital_gap_ev=6.827 max_force_ev_per_a=3.905 total_charge=-1 e_tot_ev=-25119.494
Cl -1.251 -1.091 -1.256 -0.9646
C 2.742 -4.864 -3.684 -0.1711
O 1.542 -4.276 -4.207 -0.1160
H 2.948 -5.776 -4.244 0.0628
H 3.613 -4.239 -3.878 0.0725
H 2.669 -5.262 -2.672 0.0716
H 1.608 -3.345 -3.985 0.0742
C -2.511 0.141 4.305 -0.1809
O -3.304 0.163 3.137 -0.1255
H -1.876 -0.742 4.379 0.0695
H -1.835 0.992 4.224 0.0725
H -3.151 0.147 5.188 0.0729
H -2.742 0.028 2.371 0.0766
C -3.301 4.217 -0.775 -0.2346
O -3.102 5.537 -0.740 -0.0938
H -4.037 3.846 -0.062 0.0771
H -3.790 3.910 -1.700 0.0784
H -2.364 3.663 -0.732 0.0907
H -3.550 5.906 -1.504 0.0810
C 3.941 0.069 1.091 -0.2061
O 2.989 0.969 0.669 -0.1159
H 3.447 -0.654 1.740 0.0812
H 4.383 -0.388 0.206 0.0731
H 4.731 0.609 1.613 0.0731
H 2.203 0.439 0.515 0.0813

=====

# 6
14
Properties=species:S:1:pos:R:3:lowdin_charge:R:1 method="wB97M-V/def2-TZVPD" relative_energy_kcal_mol=0.0 e_lumo_ev="-22.7 / -22.7" orbital_gap_ev="4.054 / 4.155" max_force_ev_per_a=8.595 total_charge=+4 spin_multiplicity=2 s2=0.75 e_tot_ev=-18546.205
C -1.000 0.508 -0.186 0.5969
C -0.838 0.892 0.954 0.3786
H -0.638 1.203 1.968 0.1615
H -0.808 -1.282 0.897 0.0940
O -2.443 -1.551 2.432 0.1274
C -1.707 -2.569 1.984 -0.4941
O -1.884 -3.710 2.390 -0.0506
O -0.852 -2.248 1.093 0.2915
In -1.286 -5.393 2.238 1.7127
C -3.674 -0.924 4.122 0.1685
C -3.597 -1.810 3.173 0.1007
O -3.733 -0.351 5.192 0.4464
H -3.929 -2.834 3.383 0.2063
H -4.221 0.507 5.207 0.2602